No. 1
C3H4CdNO3S | ωB97M-V with the def2-TZVPD basis set

HOMO energy = -11.95 eV
DFT total energy = -962.6308 Eh
2S+1 = 1
net charge = +1
LUMO energy = -0.300 Eh

```
13
C3H4CdNO3S (ωB97M-V with the def2-TZVPD basis set)
C -1.21340 -0.78856 1.17897
S 0.38572 -0.79514 0.37955
O 0.16260 -1.13610 -1.11796
O 1.19899 -1.76322 0.99014
C 1.16927 0.77114 0.48758
N 0.32820 1.78969 -0.12238
C 0.78299 2.14078 -1.19911
O 1.00071 2.26149 -2.31610
H -1.33510 -1.77721 1.58321
H -2.01609 -0.54177 0.50094
H -1.20599 -0.04759 1.96368
H 2.09848 0.65516 -0.06739
Cd -1.35638 -0.76866 -2.26113
```

Quick look at the Mulliken charges, all values in e: number 1, C, carries -1.0372; number 2, S, carries 1.2757; number 3, O, carries -0.6084; number 4, O, carries -0.5318; number 5, C, carries -0.4589; number 6, N, carries -0.3647; number 7, C, carries 0.6773; number 8, O, carries -0.2931; number 9, H, carries 0.3925; number 10, H, carries 0.3549; number 11, H, carries 0.3179; number 12, H, carries 0.3865; number 13, Cd, carries 0.8893

---

No. 2
C3H4Cl2 | ωB97M-V with the def2-TZVPD basis set

HOMO energy = -9.92 eV
ΔE to the lowest compared entry with this formula, charge and spin = 16.65 kcal/mol
DFT total energy = -1037.0452 Eh
2S+1 = 1
net charge = 0
SMILES = Cl/C=C/CCl
LUMO energy = 0.032 Eh

```
9
C3H4Cl2 (ωB97M-V with the def2-TZVPD basis set)
Cl -2.06018 1.79914 -0.97152
C -0.94646 0.37832 -0.93560
C -0.01629 0.36230 -0.05530
C 0.86090 -0.77222 0.50224
Cl 1.68916 -0.13641 1.91366
H -1.25761 -0.34797 -1.63460
H 0.09184 1.30804 0.53516
H 1.48347 -1.19614 -0.36331
H 0.15518 -1.39508 1.00927
```

Quick look at the Mulliken charges, all values in e: number 1, Cl, carries -0.2035; number 2, C, carries -0.2297; number 3, C, carries -0.3398; number 4, C, carries -0.2059; number 5, Cl, carries -0.1958; number 6, H, carries 0.3986; number 7, H, carries 0.2229; number 8, H, carries 0.3039; number 9, H, carries 0.2491

---

No. 3
C3H4Cl2 | ωB97M-V with the def2-TZVPD basis set

HOMO energy = -10.42 eV
ΔE to the lowest compared entry with this formula, charge and spin = 16.93 kcal/mol
DFT total energy = -1037.0448 Eh
2S+1 = 1
net charge = 0
SMILES = C=CC(Cl)Cl
LUMO energy = 0.018 Eh

```
9
C3H4Cl2 (ωB97M-V with the def2-TZVPD basis set)
C 1.65691 1.71975 -0.70963
C 0.98962 0.58910 -0.83480
C -0.09604 0.35562 0.01037
Cl -1.51732 -0.44325 -0.71084
Cl 0.35445 -0.82191 1.37357
H 1.19430 2.48658 -0.10272
H 2.61214 2.04450 -1.05669
H 1.12687 -0.30793 -1.51460
H -0.46752 1.29785 0.61203
```

Quick look at the Mulliken charges, all values in e: number 1, C, carries -0.7508; number 2, C, carries 0.0903; number 3, C, carries 0.0544; number 4, Cl, carries -0.1633; number 5, Cl, carries -0.1769; number 6, H, carries 0.1794; number 7, H, carries 0.2790; number 8, H, carries 0.2488; number 9, H, carries 0.2391